Record 1
{
  "formula": "C30H39AlCl5CsLi2O11S",
  "method": "ωB97M-V/def2-TZVPD",
  "charge": 2,
  "homo_ev": -11.02,
  "homo_lumo_gap_ev": 1.71,
  "elements": ["C", "C", "C", "C", "C", "C", "C", "C", "C", "C", "C", "C", "C", "C", "C", "C", "C", "O", "C", "C", "C", "C", "C", "C", "C", "O", "H", "H", "H", "H", "H", "H", "H", "H", "H", "H", "H", "H", "H", "H", "H", "H", "H", "H", "H", "H", "H", "H", "H", "H", "H", "H", "H", "H", "Cs", "C", "Cl", "Cl", "Cl", "Cl", "C", "C", "O", "S", "O", "O", "O", "H", "H", "H", "H", "Cl", "Li", "C", "C", "O", "H", "H", "H", "H", "H", "O", "H", "Li", "C", "O", "O", "O", "H", "Al"],
  "positions_angstrom": [[-0.354, 8.889, 3.095], [-1.256, 7.565, 3.374], [-0.825, 6.329, 2.417], [-1.926, 5.146, 2.572], [-2.715, 4.840, 1.186], [-2.853, 3.221, 1.014], [-3.981, 2.709, 2.035], [-4.297, 1.128, 1.994], [-3.665, 0.323, 0.760], [-2.146, -0.137, 0.966], [-1.871, -0.923, 2.324], [-1.686, -0.250, 3.726], [-1.374, -1.056, 5.038], [-1.229, -2.665, 5.007], [-1.418, -3.329, 3.608], [-1.727, -2.491, 2.305], [-1.846, -3.359, 0.945], [-2.718, -3.177, 0.069], [-0.751, -4.546, 0.824], [-0.010, -4.860, -0.494], [1.036, -6.039, -0.450], [1.300, -6.899, 0.837], [0.540, -6.574, 2.181], [-0.448, -5.386, 2.127], [-1.258, -4.931, 3.452], [-1.753, -5.749, 4.270], [-0.853, 9.557, 2.296], [-0.302, 9.520, 4.066], [0.717, 8.598, 2.804], [-1.169, 7.289, 4.483], [-2.347, 7.831, 3.176], [-0.881, 6.718, 1.344], [0.238, 5.979, 2.715], [-2.717, 5.460, 3.335], [-1.384, 4.233, 2.999], [-3.717, 5.377, 1.102], [-1.982, 5.160, 0.349], [-3.162, 3.013, -0.064], [-1.818, 2.805, 1.292], [-4.937, 3.324, 1.806], [-3.621, 2.946, 3.109], [-4.057, 0.686, 3.025], [-5.447, 1.036, 1.883], [-3.820, 0.930, -0.211], [-4.318, -0.624, 0.620], [-1.888, -0.830, 0.074], [-1.374, 0.714, 0.910], [-1.787, 0.889, 3.783], [-1.214, -0.501, 6.067], [-0.980, -3.308, 5.953], [-0.181, -4.263, -1.455], [1.674, -6.338, -1.380], [2.044, -7.767, 0.849], [0.730, -7.200, 3.127], [-1.676, -1.321, 7.722], [2.027, -1.362, -2.364], [3.576, -1.002, -1.575], [1.283, -2.784, -1.588], [0.940, 0.033, -2.200], [2.302, -1.698, -4.085], [6.347, -2.878, -5.902], [5.640, -1.622, -6.384], [6.541, -0.552, -6.086], [8.065, -1.094, -6.212], [8.564, -0.738, -7.506], [8.758, -0.780, -4.998], [7.726, -2.682, -6.220], [6.261, -2.989, -4.816], [5.966, -3.780, -6.392], [4.681, -1.468, -5.887], [5.488, -1.647, -7.465], [-1.817, 10.781, 4.541], [1.090, -8.100, -1.397], [3.979, -5.460, -9.492], [5.068, -4.503, -8.967], [4.557, -3.855, -7.920], [3.089, -4.918, -9.822], [4.359, -6.022, -10.355], [3.676, -6.193, -8.732], [5.386, -3.919, -9.847], [5.962, -5.145, -8.798], [-6.854, 4.139, 1.702], [-7.307, 3.446, 1.219], [-0.478, 5.889, 5.207], [-3.942, 4.079, 5.878], [-3.767, 2.974, 6.459], [-4.932, 4.010, 4.959], [-3.360, 5.176, 6.018], [-5.105, 3.067, 5.151], [5.687, -6.096, -7.083]]
}



Record 2
{
  "formula": "C30H39BrN4O3Y",
  "method": "ωB97M-V/def2-TZVPD",
  "charge": -1,
  "homo_ev": -1.55,
  "homo_lumo_gap_ev": 3.90,
  "e_above_lowest_kcal_mol": 74.87,
  "elements": ["Y", "C", "N", "C", "C", "C", "N", "C", "C", "C", "C", "C", "C", "C", "O", "C", "C", "C", "N", "C", "C", "C", "C", "C", "C", "C", "O", "H", "H", "H", "H", "H", "H", "H", "H", "H", "H", "H", "H", "H", "H", "H", "H", "H", "H", "H", "H", "H", "H", "H", "H", "H", "C", "C", "C", "C", "C", "Br", "N", "C", "H", "H", "H", "H", "H", "H", "C", "H", "H", "C", "C", "O", "H", "H", "H", "H", "H", "H"],
  "positions_angstrom": [[-0.775, 0.058, 0.590], [1.993, -1.659, 1.481], [0.595, -2.081, 1.654], [0.267, -2.223, 3.099], [-0.919, -1.386, 3.571], [-0.551, 0.047, 3.935], [0.206, 0.678, 2.860], [1.026, 1.595, 3.173], [1.805, 2.413, 2.254], [2.601, 3.418, 2.816], [3.337, 4.292, 2.045], [3.269, 4.168, 0.656], [2.500, 3.186, 0.073], [1.755, 2.263, 0.842], [1.082, 1.321, 0.246], [0.454, -3.383, 0.975], [-0.968, -3.912, 0.819], [-1.684, -3.365, -0.411], [-1.958, -1.953, -0.253], [-3.151, -1.539, -0.447], [-3.472, -0.074, -0.221], [-4.941, 0.097, -0.510], [-5.780, -0.585, 0.332], [-5.295, -1.115, 1.552], [-4.124, -0.501, 2.112], [-3.255, 0.173, 1.309], [-2.278, 1.035, 1.723], [2.684, -2.392, 1.923], [2.157, -0.692, 1.952], [2.228, -1.566, 0.422], [1.155, -1.959, 3.684], [0.067, -3.278, 3.304], [-1.359, -1.857, 4.454], [-1.717, -1.389, 2.816], [0.028, 0.069, 4.869], [-1.471, 0.620, 4.065], [1.171, 1.842, 4.234], [2.621, 3.506, 3.898], [3.942, 5.062, 2.505], [3.825, 4.852, 0.025], [2.440, 3.093, -1.005], [1.068, -4.119, 1.519], [0.897, -3.280, -0.017], [-1.569, -3.700, 1.708], [-0.910, -5.001, 0.728], [-2.617, -3.918, -0.574], [-1.043, -3.521, -1.288], [-3.942, -2.203, -0.806], [-5.270, 0.720, -1.333], [-6.840, -0.675, 0.099], [-5.964, -1.669, 2.201], [-4.001, -0.451, 3.193], [-0.529, 2.692, -4.382], [0.007, 1.335, -4.027], [0.353, 0.396, -4.993], [0.831, -0.842, -4.610], [0.927, -1.087, -3.247], [1.636, -2.773, -2.701], [0.593, -0.242, -2.307], [0.151, 0.960, -2.700], [0.167, 3.239, -5.022], [-0.708, 3.281, -3.483], [-1.477, 2.606, -4.914], [0.252, 0.634, -6.046], [1.122, -1.595, -5.328], [-0.114, 1.645, -1.907], [-2.443, 0.743, -1.046], [-2.763, 1.794, -1.042], [-2.476, 0.393, -2.089], [3.805, 1.081, -3.007], [4.351, 0.793, -1.618], [3.486, -0.012, -0.845], [4.518, 1.671, -3.588], [2.868, 1.640, -2.949], [3.607, 0.149, -3.538], [4.573, 1.733, -1.098], [5.289, 0.237, -1.697], [2.656, 0.466, -0.667]]
}



Record 3
{
  "formula": "C30H39Cl2InN7O5Se2",
  "method": "ωB97M-V/def2-TZVPD",
  "charge": 1,
  "homo_ev": -10.20,
  "homo_lumo_gap_ev": 7.59,
  "e_above_lowest_kcal_mol": 0.00,
  "elements": ["In", "Cl", "C", "C", "C", "Cl", "C", "C", "C", "C", "N", "C", "C", "O", "H", "H", "H", "H", "C", "Se", "C", "C", "Se", "C", "H", "H", "H", "H", "H", "H", "H", "H", "H", "H", "O", "C", "O", "C", "C", "N", "N", "C", "C", "O", "O", "H", "H", "H", "C", "C", "C", "C", "C", "N", "H", "H", "H", "H", "H", "H", "H", "H", "H", "C", "C", "N", "C", "N", "C", "C", "C", "N", "C", "H", "H", "H", "H", "H", "H", "H", "H", "H", "H", "H", "H", "H"],
  "positions_angstrom": [[-0.462, 0.196, -0.551], [-0.980, 4.881, -2.643], [-1.979, 3.500, -2.958], [-3.024, 3.619, -3.896], [-3.837, 2.563, -4.175], [-5.122, 2.740, -5.323], [-3.628, 1.313, -3.537], [-4.389, 0.148, -3.770], [-4.079, -1.011, -3.112], [-3.004, -1.017, -2.213], [-2.289, 0.059, -1.962], [-2.580, 1.221, -2.607], [-1.736, 2.330, -2.272], [-0.812, 2.182, -1.355], [-3.179, 4.568, -4.391], [-5.208, 0.183, -4.476], [-4.639, -1.920, -3.278], [-2.721, -1.925, -1.697], [-4.365, 3.490, 2.308], [-3.282, 2.860, 0.820], [-1.723, 3.967, 1.178], [-0.693, 3.323, 2.084], [0.613, 2.157, 1.193], [1.295, 1.430, 2.852], [-4.588, 4.544, 2.171], [-3.862, 3.333, 3.260], [-5.295, 2.926, 2.292], [-2.108, 4.868, 1.653], [-1.298, 4.252, 0.220], [-1.154, 2.754, 2.890], [-0.060, 4.090, 2.530], [1.556, 2.264, 3.499], [2.182, 0.849, 2.622], [0.555, 0.788, 3.322], [-2.152, -4.935, 2.071], [-2.842, -3.937, 2.600], [-3.617, -4.084, 3.508], [-2.573, -2.567, 2.069], [-3.179, -1.440, 2.592], [-2.700, -0.383, 1.926], [-1.823, -0.752, 0.992], [-1.731, -2.073, 1.058], [-0.819, -2.739, 0.063], [-0.653, -3.957, 0.126], [-0.301, -1.947, -0.797], [-1.552, -4.617, 1.346], [-3.909, -1.353, 3.381], [-2.950, 0.599, 1.967], [3.297, -3.400, 3.573], [2.097, -3.706, 2.668], [2.521, -4.566, 1.470], [0.972, -4.394, 3.454], [1.576, -2.423, 2.149], [1.172, -1.430, 1.732], [3.703, -4.343, 3.941], [3.006, -2.793, 4.431], [4.083, -2.881, 3.023], [2.879, -5.525, 1.846], [3.331, -4.092, 0.912], [1.686, -4.740, 0.791], [1.359, -5.323, 3.874], [0.133, -4.640, 2.804], [0.616, -3.768, 4.273], [5.018, 1.357, -0.358], [4.271, 0.244, 0.338], [2.895, 0.222, -0.147], [2.553, 0.508, -1.442], [1.314, 0.265, -1.817], [0.976, 0.425, -3.237], [1.694, 1.624, -3.817], [3.180, 1.417, -3.634], [3.488, 1.053, -2.248], [4.893, 1.153, -1.852], [6.067, 1.356, -0.065], [4.588, 2.322, -0.080], [4.249, 0.396, 1.417], [4.767, -0.714, 0.149], [2.310, -0.484, 0.276], [-0.101, 0.555, -3.330], [1.230, -0.492, -3.778], [1.364, 2.523, -3.290], [1.468, 1.746, -4.877], [3.738, 2.324, -3.865], [3.541, 0.630, -4.303], [5.317, 1.997, -2.394], [5.439, 0.258, -2.167]]
}



Number 1: E -135228.825 eV. Number 2: E -114933.154 eV. Number 3: E -213321.831 eV.